(1)
{
  "formula": "C16H24BrClF2IN2O2",
  "method": "the ωB97M-V functional and the def2-TZVPD basis",
  "species": ["C", "C", "C", "Br", "C", "C", "C", "F", "C", "C", "C", "O", "Cl", "C", "C", "C", "C", "O", "N", "F", "C", "I", "C", "C", "N", "H", "H", "H", "H", "H", "H", "H", "H", "H", "H", "H", "H", "H", "H", "H", "H", "H", "H", "H", "H", "H", "H", "H", "H"],
  "positions_angstrom": [[4.158, 1.675, 0.740], [2.775, 1.159, 1.443], [2.354, -0.348, 1.031], [4.079, -1.304, 0.589], [1.279, -0.432, -0.171], [1.924, 0.318, -1.449], [0.969, 0.368, -2.739], [1.274, 1.629, -3.419], [-0.185, 0.206, 0.202], [-0.412, 1.777, -0.037], [-1.117, 2.535, 1.197], [-1.863, 3.512, 0.912], [-0.911, 2.102, 2.953], [-1.301, -0.805, -0.347], [-2.884, -0.695, -0.508], [-3.406, 0.585, -1.336], [-4.070, 1.606, -0.284], [-4.498, 0.108, -2.194], [-0.672, -1.934, -0.660], [-1.201, -3.073, -1.159], [0.831, -1.966, -0.429], [1.853, -3.066, -2.061], [0.952, -3.031, 0.772], [-0.004, -2.756, 2.023], [0.371, -2.627, 3.277], [5.091, 1.346, 1.313], [4.128, 2.830, 0.835], [4.199, 1.456, -0.378], [3.033, 1.114, 2.572], [1.937, 1.929, 1.348], [1.984, -0.850, 2.006], [2.214, 1.416, -1.221], [2.912, -0.174, -1.797], [1.282, -0.451, -3.489], [-0.150, 0.361, -2.520], [-0.210, -0.016, 1.342], [-1.070, 2.004, -0.960], [0.569, 2.360, -0.233], [-3.209, -1.628, -1.116], [-3.407, -0.824, 0.518], [-2.643, 1.048, -2.045], [-4.056, 2.701, -0.598], [-3.567, 1.433, 0.745], [-5.162, 1.247, -0.134], [-5.143, -0.403, -1.648], [2.008, -3.188, 1.175], [0.626, -4.053, 0.333], [-1.143, -2.711, 1.797], [-0.519, -2.492, 3.809]],
  "largest_force_ev_per_a": 5.883,
  "energy_ev": -120143.2377,
  "homo_ev": -12.971,
  "lumo_energy_ev": -4.733,
  "homo_lumo_gap_ha": 0.303,
  "charge": 1
}


(2)
{
  "formula": "C3H8P2",
  "method": "the ωB97M-V functional and the def2-TZVPD basis",
  "species": ["C", "C", "C", "P", "P", "H", "H", "H", "H", "H", "H", "H", "H"],
  "positions_angstrom": [[1.145, 1.237, 0.298], [-2.685, 0.467, -0.394], [1.112, -1.585, -0.012], [-1.677, -0.555, 0.453], [0.199, -0.095, -0.631], [2.184, 0.912, 0.320], [1.084, 2.146, -0.298], [-2.335, 1.139, -1.162], [-3.740, 0.501, -0.173], [2.094, -1.629, -0.485], [1.225, -1.561, 1.070], [0.549, -2.473, -0.299], [0.845, 1.495, 1.312]],
  "largest_force_ev_per_a": 4.465,
  "energy_ev": -21814.2903,
  "homo_ev": [-6.087, -8.547],
  "lumo_energy_ev": [1.105, -2.560],
  "homo_lumo_gap_ha": [0.264, 0.220],
  "multiplicity": 3
}


(3)
{
  "formula": "C5H11N",
  "method": "the ωB97M-V functional and the def2-TZVPD basis",
  "species": ["C", "C", "C", "C", "N", "C", "H", "H", "H", "H", "H", "H", "H", "H", "H", "H", "H"],
  "positions_angstrom": [[0.409, 1.334, 1.493], [0.427, 1.110, -0.134], [-0.137, -0.166, -0.726], [0.416, -1.470, -0.175], [-0.051, -1.754, 1.189], [-1.211, -0.324, -1.741], [1.469, 1.482, 1.882], [-0.035, 0.272, 1.891], [-0.316, 2.122, 1.899], [1.602, 1.176, -0.125], [0.011, 1.938, -0.660], [1.597, -1.291, -0.048], [0.329, -2.260, -0.960], [-1.043, -1.863, 1.123], [-1.711, 0.596, -1.970], [-0.702, -0.620, -2.691], [-1.053, -0.283, -0.247]],
  "largest_force_ev_per_a": 5.678,
  "energy_ev": -6844.5747,
  "homo_ev": -7.604,
  "lumo_energy_ev": -2.259,
  "homo_lumo_gap_ha": 0.196
}


(4)
{
  "formula": "C26H35NO5",
  "method": "the ωB97M-V functional and the def2-TZVPD basis",
  "species": ["C", "C", "H", "H", "O", "C", "O", "C", "C", "C", "N", "C", "C", "H", "H", "H", "H", "C", "C", "C", "C", "C", "C", "C", "H", "C", "O", "C", "H", "H", "H", "H", "H", "O", "C", "H", "H", "H", "H", "H", "H", "H", "H", "H", "H", "H", "C", "C", "O", "C", "C", "C", "C", "C", "C", "H", "H", "H", "H", "H", "H", "H", "H", "H", "H", "H", "H"],
  "positions_angstrom": [[-5.056, -2.006, 0.790], [-3.775, -2.624, -0.040], [-4.109, -3.192, -0.859], [-3.235, -3.196, 0.637], [-3.107, -1.812, -0.856], [-2.241, -1.105, 0.070], [-2.136, -1.308, 1.367], [-1.315, -0.140, -1.001], [-0.195, 0.462, -0.158], [0.890, -0.674, 0.384], [1.300, -1.185, -0.719], [0.166, -1.990, -1.488], [-0.676, -1.247, -2.085], [-1.477, -1.486, -2.474], [-0.155, -0.455, -2.802], [0.610, -2.732, -2.067], [-0.227, -2.918, -0.632], [2.412, -2.314, -0.268], [3.771, -1.351, -0.041], [4.429, -1.737, 1.226], [5.531, -1.034, 1.335], [5.795, 0.182, 0.825], [5.106, 0.547, -0.375], [3.952, -0.299, -0.566], [3.393, 0.076, -1.829], [5.495, 1.705, -1.232], [4.884, 2.667, -0.634], [3.508, 3.051, -0.646], [2.967, 2.052, 0.115], [3.230, 3.815, -0.121], [3.071, 2.916, -1.680], [4.991, 1.546, -2.373], [6.519, 1.898, -1.234], [6.967, 0.757, 0.887], [7.788, 0.521, 2.006], [8.637, 1.556, 2.035], [8.315, -0.392, 1.726], [7.274, 0.653, 3.216], [6.156, -1.275, 2.293], [4.093, -2.509, 1.817], [2.772, -2.969, -1.052], [2.030, -2.855, 0.725], [1.600, -0.184, 0.915], [0.316, -1.431, 1.156], [-0.645, 0.994, 0.750], [0.539, 1.103, -0.695], [-2.066, 0.815, -1.521], [-2.410, 1.949, -0.621], [-3.162, 1.808, 0.430], [-4.664, 1.573, 0.596], [-5.338, 1.550, -0.616], [-6.702, 1.340, -0.463], [-7.086, 1.154, 0.742], [-6.379, 1.009, 2.052], [-4.973, 1.230, 1.926], [-4.386, 1.398, 2.871], [-6.884, 0.873, 2.868], [-8.416, 0.941, 1.006], [-7.332, 1.393, -1.265], [-4.825, 1.641, -1.270], [-3.099, 2.731, -1.313], [-1.595, 2.617, -0.239], [-1.535, 1.348, -2.465], [-3.193, 0.412, -1.859], [-4.728, -1.470, 1.539], [-5.682, -1.491, 0.065], [-5.704, -2.900, 1.192]],
  "largest_force_ev_per_a": 19.429,
  "energy_ev": -39233.7629,
  "homo_ev": -7.957,
  "lumo_energy_ev": 0.756,
  "homo_lumo_gap_ha": 0.320
}


(5)
{
  "formula": "C3H8N2O2",
  "method": "the ωB97M-V functional and the def2-TZVPD basis",
  "species": ["C", "C", "C", "N", "N", "O", "O", "H", "H", "H", "H", "H", "H", "H", "H"],
  "positions_angstrom": [[0.664, -1.521, -2.561], [0.839, -0.198, 1.861], [-1.441, 0.201, 0.163], [0.298, 1.343, -0.582], [-0.064, 0.124, -0.095], [1.734, -1.135, -2.639], [-0.387, -1.986, -2.540], [1.579, 0.474, 2.141], [0.022, -0.369, 2.482], [1.350, -1.083, 1.392], [-1.664, -0.046, 1.291], [-1.902, 1.161, 0.187], [-2.047, -0.429, -0.420], [1.287, 1.416, -0.562], [-0.269, 2.047, -0.120]],
  "largest_force_ev_per_a": 4.847,
  "energy_ev": -10312.2407,
  "homo_ev": [-7.764, -7.716],
  "lumo_energy_ev": [0.764, 0.702],
  "homo_lumo_gap_ha": [0.313, 0.309]
}


(6)
{
  "formula": "C20H62N4O11",
  "method": "the ωB97M-V functional and the def2-TZVPD basis",
  "species": ["O", "H", "H", "O", "H", "H", "O", "H", "H", "C", "C", "O", "O", "H", "H", "H", "H", "H", "H", "C", "C", "O", "O", "H", "H", "H", "H", "H", "H", "C", "C", "C", "O", "C", "N", "H", "H", "H", "H", "H", "H", "H", "H", "H", "H", "H", "C", "C", "C", "O", "C", "N", "H", "H", "H", "H", "H", "H", "H", "H", "H", "H", "H", "C", "C", "C", "O", "C", "N", "H", "H", "H", "H", "H", "H", "H", "H", "H", "H", "H", "C", "C", "C", "O", "C", "N", "H", "H", "H", "H", "H", "H", "H", "H", "H", "H", "H"],
  "positions_angstrom": [[-11.007, -4.714, 10.651], [-11.676, -4.843, 9.963], [-11.114, -3.792, 10.931], [-11.434, -6.334, 5.097], [-10.928, -7.005, 5.573], [-10.929, -6.165, 4.293], [-12.139, -4.494, 7.773], [-11.704, -3.806, 7.248], [-12.058, -5.300, 7.232], [-14.556, -5.178, 10.747], [-15.133, -6.295, 11.570], [-14.171, -7.333, 11.796], [-15.608, -4.254, 10.418], [-14.184, -5.516, 9.773], [-13.816, -4.620, 11.327], [-15.989, -6.692, 11.012], [-15.514, -5.938, 12.526], [-14.390, -8.027, 11.170], [-15.333, -3.787, 9.589], [-7.667, -5.245, 6.288], [-8.336, -4.534, 7.455], [-8.513, -3.176, 7.055], [-7.171, -6.502, 6.655], [-6.923, -4.502, 5.973], [-8.373, -5.247, 5.446], [-7.578, -4.617, 8.241], [-9.295, -4.962, 7.742], [-8.650, -2.684, 7.869], [-6.677, -6.858, 5.912], [-9.706, -8.743, 7.617], [-10.359, -7.641, 8.456], [-11.798, -7.941, 8.817], [-12.544, -7.722, 7.608], [-13.909, -8.007, 7.687], [-9.577, -7.492, 9.709], [-9.882, -8.600, 6.550], [-10.164, -9.678, 7.963], [-8.654, -8.986, 7.764], [-10.297, -6.708, 7.885], [-12.215, -7.218, 9.526], [-11.909, -8.995, 9.092], [-14.131, -9.076, 7.798], [-14.316, -7.672, 6.728], [-14.403, -7.426, 8.481], [-8.691, -7.063, 9.451], [-10.069, -6.736, 10.181], [-9.401, -0.136, 10.542], [-10.666, -0.940, 10.331], [-10.726, -1.830, 9.092], [-10.430, -1.078, 7.916], [-11.505, -0.342, 7.440], [-11.007, -1.733, 11.544], [-8.487, -0.735, 10.540], [-9.407, 0.497, 11.432], [-9.265, 0.619, 9.759], [-11.500, -0.241, 10.215], [-11.779, -2.094, 8.971], [-10.104, -2.715, 9.223], [-12.342, -0.989, 7.134], [-11.254, 0.305, 6.604], [-12.066, 0.293, 8.143], [-11.226, -1.048, 12.261], [-10.134, -2.147, 11.871], [-15.859, -4.248, 7.112], [-15.160, -2.913, 7.059], [-16.069, -1.727, 6.740], [-15.391, -0.501, 6.500], [-14.556, -0.499, 5.369], [-14.509, -2.673, 8.379], [-16.302, -4.598, 6.180], [-16.483, -4.457, 7.984], [-15.066, -4.981, 7.331], [-14.404, -3.047, 6.278], [-16.701, -1.482, 7.593], [-16.697, -1.991, 5.880], [-14.098, 0.481, 5.238], [-15.131, -0.595, 4.433], [-13.839, -1.315, 5.386], [-13.601, -3.140, 8.479], [-14.155, -1.714, 8.326], [-11.182, -2.280, 4.576], [-10.499, -2.986, 3.381], [-11.550, -3.060, 2.255], [-11.012, -3.641, 1.082], [-10.834, -5.055, 1.130], [-9.393, -2.113, 2.967], [-11.497, -1.290, 4.250], [-10.436, -2.182, 5.368], [-11.958, -2.939, 4.972], [-10.172, -3.975, 3.696], [-11.872, -2.046, 2.020], [-12.403, -3.646, 2.628], [-10.361, -5.355, 2.062], [-10.199, -5.275, 0.273], [-11.799, -5.531, 0.940], [-9.043, -2.419, 2.064], [-9.790, -1.190, 2.828]],
  "largest_force_ev_per_a": 2.074,
  "energy_ev": -50224.9156,
  "homo_ev": -9.258,
  "lumo_energy_ev": 0.345,
  "homo_lumo_gap_ha": 0.353
}